[1]
Computed, not measured: a cluster of 15 separate species, H30O15 in total at a distorted geometry, with wB97M-V/def2-TZVPD.

The geometry in XYZ format:
```
45
Properties=species:S:1:pos:R:3:nbo_charge:R:1
O 0.54 -3.22 1.12 -0.923
H 1.25 -3.85 1.23 0.460
H -0.26 -3.44 1.36 0.476
O 3.65 0.84 0.89 -0.928
H 2.99 0.23 0.75 0.460
H 4.42 0.34 0.65 0.469
O 0.54 -1.24 2.33 -0.975
H 0.30 -0.23 2.10 0.486
H 0.41 -1.12 3.20 0.464
O -0.92 -3.54 -2.80 -0.960
H -0.76 -2.63 -2.51 0.488
H -0.09 -3.79 -3.12 0.465
O -3.22 0.23 2.14 -1.003
H -2.76 -0.52 2.54 0.507
H -4.14 0.23 1.91 0.501
O -0.99 1.28 -3.02 -0.965
H -1.62 1.67 -2.40 0.461
H -0.26 1.08 -2.27 0.491
O 0.61 1.01 3.24 -0.967
H 1.23 1.69 3.11 0.493
H -0.29 1.45 2.88 0.502
O 0.66 3.70 -0.11 -0.939
H 0.92 4.54 0.22 0.471
H -0.18 3.55 0.09 0.468
O -2.24 -1.53 -1.52 -0.978
H -2.29 -1.00 -2.42 0.500
H -2.71 -2.33 -1.70 0.484
O -0.43 0.56 -0.40 -0.980
H 0.44 0.88 -0.28 0.489
H -0.54 -0.36 -0.24 0.507
O 1.90 -1.41 -2.10 -0.947
H 2.70 -1.89 -2.02 0.475
H 1.88 -0.84 -1.35 0.475
O -1.62 3.41 3.07 -0.968
H -2.18 3.73 2.27 0.490
H -2.27 2.94 3.70 0.484
O -2.48 2.42 0.10 -0.965
H -2.29 1.62 -0.27 0.478
H -2.80 2.09 1.03 0.480
O 2.51 -2.13 0.34 -0.986
H 2.42 -3.06 0.48 0.445
H 1.78 -1.95 1.00 0.517
O 2.34 0.46 -4.46 -0.977
H 1.34 0.59 -4.63 0.485
H 2.52 -0.48 -4.11 0.489
```

Output
Energy above the lowest of the compared OMol25 structures with the same formula, charge and spin in kJ/mol: 559.4
Gap between HOMO and LUMO in eV: 10.1
LUMO level in eV: -0.2
Spin multiplicity: 1



[2]
Computed, not measured: a cluster of 6 separate species, C52H79F4N3O10S2 in total at a distorted geometry, with wB97M-V/def2-TZVPD.

The geometry in XYZ format:
```
150
Properties=species:S:1:pos:R:3:lowdin_charge:R:1
C -2.71 2.60 3.50 -0.118
C -1.83 3.98 3.59 -0.242
C -2.13 5.00 2.37 -0.222
C -1.17 4.82 1.10 -0.213
C -1.14 3.30 0.53 -0.196
C 0.13 2.57 1.20 -0.201
C 0.59 1.28 0.30 -0.134
C 2.22 1.29 0.34 -0.202
N 2.71 -0.12 0.30 -0.178
C 2.87 -0.54 1.72 -0.245
C 2.76 -2.14 1.96 -0.186
C 1.21 -2.62 1.94 -0.203
C 0.35 -2.05 3.18 -0.220
C -0.86 -2.97 3.66 -0.196
C -2.23 -2.69 2.82 -0.200
C -3.45 -2.21 3.76 -0.238
C -4.81 -1.95 2.89 -0.135
C 3.94 -0.29 -0.48 -0.968
S 5.39 -0.93 0.09 0.612
S 3.92 0.21 -2.29 0.778
C 5.15 1.57 -2.58 -0.476
C 4.66 2.64 -3.71 -0.226
C 5.25 2.27 -5.19 -0.150
C 4.73 0.80 -5.55 -0.064
C 3.27 0.60 -6.08 -0.036
C 2.33 1.86 -6.31 -0.088
C 2.81 2.78 -7.57 -0.303
C 1.66 2.77 -8.73 -0.065
F 4.05 2.32 -8.16 -0.081
C 2.82 -0.90 -6.37 0.000
C 1.35 -1.26 -6.87 -0.339
F 1.09 -2.67 -6.69 0.031
F 1.18 -1.02 -8.28 0.056
F 0.32 -0.60 -6.10 0.039
C 3.81 -2.07 -6.13 0.083
C 5.30 -1.86 -5.61 -0.164
N 6.08 -3.05 -5.41 0.086
C 7.37 -2.67 -4.95 -0.072
C 7.88 -1.22 -4.69 -0.062
N 7.06 -0.07 -4.85 0.072
C 5.74 -0.41 -5.33 -0.145
H -2.08 1.83 2.93 0.058
H -3.69 2.74 2.92 0.071
H -2.88 2.19 4.56 0.053
H -0.71 3.79 3.71 0.101
H -2.20 4.51 4.55 0.101
H -2.00 6.06 2.80 0.105
H -3.22 4.86 2.00 0.106
H -0.11 5.15 1.41 0.106
H -1.54 5.51 0.26 0.101
H -1.01 3.26 -0.62 0.102
H -2.12 2.73 0.76 0.104
H -0.09 2.29 2.28 0.095
H 1.02 3.30 1.22 0.106
H 0.18 1.36 -0.77 0.102
H 0.21 0.34 0.84 0.100
H 2.61 1.76 1.30 0.123
H 2.55 1.95 -0.54 0.108
H 1.96 -0.09 2.29 0.118
H 3.79 -0.07 2.25 0.116
H 3.13 -2.36 3.04 0.115
H 3.42 -2.75 1.26 0.087
H 0.75 -2.19 0.98 0.108
H 1.10 -3.76 1.90 0.110
H 1.07 -1.84 4.07 0.112
H -0.12 -1.05 2.83 0.099
H -0.62 -4.10 3.59 0.106
H -1.12 -2.76 4.77 0.111
H -2.02 -1.83 2.08 0.082
H -2.56 -3.66 2.31 0.110
H -3.74 -3.03 4.52 0.084
H -3.25 -1.24 4.33 0.093
H -5.75 -2.34 3.43 0.057
H -4.94 -0.82 2.66 0.065
H -4.77 -2.47 1.86 0.074
H 6.23 1.20 -2.79 0.077
H 5.23 2.18 -1.60 0.088
H 5.00 3.71 -3.43 0.118
H 3.51 2.64 -3.68 0.082
H 6.38 2.36 -5.10 0.112
H 4.93 3.07 -5.97 0.109
H 2.33 2.57 -5.39 0.112
H 1.23 1.61 -6.51 0.102
H 2.91 3.89 -7.27 0.144
H 1.86 3.63 -9.47 0.083
H 0.60 2.87 -8.28 0.090
H 1.78 1.78 -9.32 0.091
H 3.46 -3.14 -6.35 0.118
H 8.12 -3.53 -4.75 0.112
H 8.96 -1.07 -4.31 0.119
O 8.81 1.37 -10.74 0.112
C 8.18 0.64 -10.01 -0.475
C 6.79 0.11 -10.29 -0.077
C 6.37 -0.40 -8.93 -0.164
C 7.69 -0.78 -8.30 -0.163
O 8.65 0.13 -8.84 0.034
H 6.86 -0.70 -11.02 0.134
H 6.13 0.90 -10.64 0.128
H 5.66 -1.22 -8.97 0.120
H 5.91 0.42 -8.36 0.104
H 7.99 -1.80 -8.56 0.132
H 7.67 -0.69 -7.21 0.083
O -3.63 -5.06 4.43 0.104
C -4.60 -5.52 4.97 -0.461
C -5.50 -6.58 4.41 -0.077
C -6.72 -6.47 5.30 -0.167
C -6.13 -5.97 6.60 -0.166
O -5.02 -5.16 6.22 0.032
H -5.01 -7.56 4.51 0.136
H -5.74 -6.38 3.37 0.131
H -7.27 -7.40 5.41 0.118
H -7.41 -5.72 4.89 0.120
H -5.78 -6.78 7.23 0.129
H -6.85 -5.37 7.16 0.125
O -2.80 -0.65 0.28 0.106
C -2.85 -0.28 -0.87 -0.466
C -4.09 0.18 -1.59 -0.078
C -3.65 0.12 -3.04 -0.162
C -2.17 0.37 -2.94 -0.162
O -1.77 -0.19 -1.69 0.016
H -4.32 1.20 -1.27 0.133
H -4.93 -0.49 -1.39 0.129
H -4.17 0.84 -3.68 0.119
H -3.84 -0.88 -3.43 0.123
H -1.93 1.44 -2.93 0.125
H -1.62 -0.11 -3.75 0.122
O -1.03 2.43 5.91 0.096
C -1.57 2.38 6.98 -0.461
C -1.70 1.16 7.85 -0.080
C -2.77 1.58 8.84 -0.154
C -2.57 3.08 8.91 -0.164
O -2.11 3.47 7.61 0.027
H -0.74 0.97 8.34 0.136
H -2.02 0.30 7.26 0.101
H -2.69 1.09 9.81 0.122
H -3.76 1.36 8.42 0.096
H -1.80 3.36 9.64 0.126
H -3.49 3.61 9.14 0.124
O -3.77 -0.30 6.37 0.100
C -4.96 -0.09 6.40 -0.437
C -5.89 -0.08 5.21 -0.085
C -7.11 0.61 5.78 -0.154
C -7.05 0.24 7.24 -0.160
O -5.66 0.14 7.55 0.018
H -6.10 -1.11 4.92 0.105
H -5.46 0.47 4.38 0.120
H -8.04 0.31 5.29 0.120
H -7.00 1.69 5.66 0.123
H -7.53 -0.72 7.45 0.128
H -7.51 1.01 7.87 0.127
```

Output
SMILES: CCCCCCCCN(CCCCCCCC)C(=S)SCCCc1c(C[C@H](C)F)c(C(F)(F)F)cc2nccnc12.O=C1CCCO1.O=C1CCCO1.O=C1CCCO1.O=C1CCCO1.O=C1CCCO1
Gap between HOMO and LUMO in eV: 6.7
LUMO level in eV: -1.3
Spin multiplicity: 1



[3]
Computed, not measured: an isolated molecule of C6H8OS at a distorted geometry, with wB97M-V/def2-TZVPD.

The geometry in XYZ format:
```
16
Properties=species:S:1:pos:R:3:nbo_charge:R:1
S -1.26 0.22 1.97 0.032
C -0.57 -0.03 0.48 0.015
C 0.07 -1.22 -0.17 -0.347
C 1.53 -0.89 -0.33 -0.055
O 1.80 0.48 -0.41 -0.519
C 0.80 1.26 -1.03 -0.051
C -0.60 0.70 -0.81 -0.361
C -0.68 -0.71 -1.46 -0.385
H -0.16 -2.25 0.20 0.243
H 1.87 -1.39 -1.29 0.161
H 2.18 -1.26 0.48 0.207
H 0.96 2.28 -0.64 0.209
H 1.03 1.21 -2.10 0.171
H -1.48 1.32 -1.02 0.244
H -0.13 -0.85 -2.41 0.210
H -1.71 -1.11 -1.49 0.223
```

Output
Energy above the lowest of the compared OMol25 structures with the same formula, charge and spin in kJ/mol: 181.4
SMILES: S=C1[C@@H]2COC[C@H]1C2
Gap between HOMO and LUMO in eV: 8.5
LUMO level in eV: 0.0
Spin multiplicity: 1



[4]
Computed, not measured: a cluster of 2 separate species, C3HFO3 in total at a distorted geometry, with wB97M-V/def2-TZVPD.

The geometry in XYZ format:
```
8
Properties=species:S:1:pos:R:3:nbo_charge:R:1
C -4.17 -0.57 0.00 1.031
C -0.88 -0.63 0.14 0.323
C 0.07 -0.57 -0.73 0.235
O -3.78 -1.05 -0.97 -0.527
O -1.62 -1.13 0.92 -0.406
O -4.46 -0.03 0.98 -0.505
F 0.57 0.55 -1.35 -0.305
H 0.58 -1.32 -1.22 0.153
```

Output
Energy above the lowest of the compared OMol25 structures with the same formula, charge and spin in kJ/mol: 0.0
Expectation value of S²: 2.01
Gap between HOMO and LUMO (alpha / beta) in eV: 8.6 / 10.4
LUMO level (alpha / beta) in eV: 0.7 / -2.4
Spin multiplicity: 3



Calculated E_tot in order - -31195.868 -112681.404 -19232.383 -11983.655 eV
Calculated molecular weight in order - 270.225 1046.341 128.196 104.036 g mol⁻¹